# 1
ORCA calculation (ωB97M-V/def2-TZVPD) on C34H51ClN3O2PRuSTe4 as an isolated structure.

Its total energy is -4007.69549 hartree. The molar mass is 1243.8 g mol⁻¹. The spin multiplicity is 2. For the HOMO-LUMO gap (alpha / beta), the calculation gives 4.50 / 5.81 eV. As for the energy above the lowest of the compared OMol25 structures with the same formula, charge and spin: 0.000 eV. Its maximum force is 1.4 eV/A. The charge is -1. The highest occupied orbital energy (alpha / beta) is -2.6 / -3.9 eV.

Each line ends with the Löwdin charge.
Atoms and positions in Å:
Ru1 -0.398 -0.910 0.563  0.80
Cl1 4.631 4.037 2.772  0.59
C1 3.234 3.005 2.504  -0.69
C2 2.072 3.220 3.232  -0.13
C3 0.986 2.386 3.005  -0.04
C4 1.011 1.329 2.072  -0.41
O1 -0.053 0.570 1.978  -0.47
C5 2.213 1.126 1.321  -0.16
C6 2.436 0.078 0.366  -0.12
N1 1.521 -0.781 -0.100  -0.10
C7 1.879 -1.836 -0.898  -0.25
C8 3.161 -2.080 -1.427  -0.04
C9 3.397 -3.187 -2.253  -0.11
C10 2.396 -4.071 -2.598  -0.07
C11 1.081 -3.852 -2.103  -0.17
C12 -0.011 -4.672 -2.434  -0.04
C13 -1.259 -4.377 -1.947  -0.06
C14 -1.428 -3.264 -1.116  -0.15
N2 -0.421 -2.475 -0.772  -0.04
C15 0.829 -2.746 -1.250  -0.17
C16 3.307 1.990 1.578  -0.09
H1 2.022 4.024 3.960  0.10
H2 0.067 2.522 3.563  0.11
H3 3.458 -0.030 0.034  0.10
H4 3.980 -1.403 -1.228  0.08
H5 4.399 -3.338 -2.642  0.09
H6 2.589 -4.922 -3.243  0.09
H7 0.150 -5.530 -3.082  0.11
H8 -2.120 -4.987 -2.188  0.10
H9 -2.396 -3.006 -0.724  0.05
H10 4.228 1.842 1.023  0.11
Te1 -2.602 1.294 1.352  0.54
Te2 -5.082 1.951 1.502  0.07
Te3 -5.239 -2.052 1.435  -0.18
Te4 -2.716 -1.386 1.792  0.12
C17 -1.575 -2.559 5.989  -0.11
C18 -0.192 -3.188 5.807  -0.29
C19 0.193 -3.369 4.340  -0.34
S1 0.354 -1.799 3.492  0.90
O2 0.575 -2.216 2.042  -0.61
C20 1.972 -1.291 4.090  -0.32
C21 3.127 -1.966 3.370  -0.28
C22 4.450 -1.307 3.748  -0.10
H11 -1.814 -2.429 7.048  0.07
H12 -2.346 -3.187 5.539  0.08
H13 -1.637 -1.584 5.505  0.06
H14 -0.174 -4.173 6.278  0.11
H15 0.568 -2.597 6.327  0.09
H16 -0.619 -3.837 3.783  0.09
H17 1.100 -3.954 4.180  0.09
H18 1.987 -1.474 5.171  0.09
H19 1.985 -0.210 3.931  0.08
H20 2.960 -1.883 2.299  0.09
H21 3.146 -3.034 3.599  0.10
H22 4.444 -0.250 3.465  0.07
H23 5.285 -1.788 3.231  0.07
H24 4.641 -1.367 4.825  0.07
C23 -3.537 3.522 -1.434  -0.15
C24 -3.187 2.254 -2.239  -0.57
C25 -4.243 1.146 -2.005  -0.13
C26 -3.304 2.710 -3.705  -0.09
P1 -1.475 1.570 -1.779  0.91
N3 -1.461 0.631 -0.484  -0.57
C27 -0.273 3.028 -1.667  -0.58
C28 -0.397 4.142 -2.721  -0.08
C29 1.145 2.445 -1.756  -0.08
C30 -0.379 3.651 -0.264  -0.09
C31 -0.967 0.522 -3.276  -0.56
C32 -2.047 -0.560 -3.454  -0.07
C33 -0.717 1.238 -4.610  -0.08
C34 0.341 -0.196 -2.933  -0.10
H25 -4.581 3.774 -1.649  0.09
H26 -2.927 4.373 -1.726  0.06
H27 -3.474 3.413 -0.362  -0.05
H28 -5.163 1.581 -1.613  0.05
H29 -3.925 0.385 -1.297  0.03
H30 -4.491 0.640 -2.942  0.07
H31 -4.291 3.172 -3.826  0.10
H32 -3.251 1.889 -4.412  0.05
H33 -2.558 3.457 -3.979  0.07
H34 -0.302 3.778 -3.742  0.06
H35 0.419 4.856 -2.554  0.09
H36 -1.326 4.700 -2.649  0.06
H37 1.401 2.139 -2.770  0.06
H38 1.279 1.595 -1.086  0.06
H39 1.857 3.223 -1.456  0.10
H40 -1.307 4.193 -0.099  0.07
H41 0.444 4.365 -0.141  0.09
H42 -0.273 2.892 0.507  0.02
H43 -2.982 -0.173 -3.853  0.05
H44 -2.256 -1.066 -2.509  0.07
H45 -1.670 -1.307 -4.160  0.09
H46 -1.590 1.718 -5.039  0.05
H47 -0.375 0.477 -5.321  0.09
H48 0.083 1.972 -4.532  0.06
H49 0.449 -0.304 -1.873  0.01
H50 1.211 0.336 -3.312  0.08
H51 0.344 -1.193 -3.383  0.10


# 2
ORCA calculation (ωB97M-V/def2-TZVPD) on C34H51EuN6O3 as an isolated structure.

Its total energy is -2590.74106 hartree. The molar mass is 743.8 g mol⁻¹. The spin multiplicity is 8. For the HOMO-LUMO gap (alpha / beta), the calculation gives 6.20 / 8.34 eV. As for the energy above the lowest of the compared OMol25 structures with the same formula, charge and spin: 0.000 eV. Its maximum force is 1.8 eV/A. The charge is +1. The highest occupied orbital energy (alpha / beta) is -9.3 / -11.4 eV.

Each line ends with the Löwdin charge.
Atoms and positions in Å:
Eu1 -0.117 -0.309 -0.148  1.65
C1 -0.126 -3.423 2.896  -0.02
C2 -0.648 -2.180 3.563  -0.21
C3 -1.626 -2.297 4.548  -0.04
C4 -2.091 -1.194 5.240  -0.07
C5 -1.566 0.061 4.969  -0.04
C6 -0.605 0.224 3.982  -0.23
C7 0.056 1.563 3.774  -0.04
C8 -0.173 -0.901 3.264  -0.22
N1 0.741 -0.672 2.188  0.03
C9 1.999 -0.805 2.357  -0.25
C10 2.636 -1.221 3.642  0.02
C11 2.896 -0.450 1.199  -0.25
C12 4.351 -0.754 1.335  0.02
N2 2.356 0.093 0.171  0.04
C13 3.205 0.593 -0.866  -0.24
C14 3.921 1.779 -0.673  -0.22
C15 3.869 2.559 0.615  -0.03
C16 4.720 2.242 -1.715  -0.04
C17 4.820 1.550 -2.908  -0.06
C18 4.091 0.385 -3.090  -0.04
C19 3.267 -0.098 -2.083  -0.23
C20 2.480 -1.366 -2.273  -0.03
H1 -0.948 -4.024 2.505  0.07
H2 0.391 -4.042 3.634  0.10
H3 0.571 -3.215 2.090  0.04
H4 -2.014 -3.281 4.785  0.12
H5 -2.845 -1.317 6.005  0.11
H6 -1.889 0.922 5.541  0.12
H7 -0.613 2.376 4.053  0.08
H8 0.385 1.702 2.745  0.06
H9 0.942 1.644 4.411  0.09
H10 1.898 -1.317 4.434  0.09
H11 3.398 -0.506 3.954  0.10
H12 3.138 -2.184 3.512  0.11
H13 4.462 -1.835 1.460  0.11
H14 4.779 -0.282 2.219  0.10
H15 4.916 -0.440 0.463  0.09
H16 3.042 2.256 1.254  0.06
H17 3.772 3.624 0.408  0.09
H18 4.800 2.426 1.173  0.09
H19 5.283 3.157 -1.577  0.12
H20 5.460 1.917 -3.699  0.11
H21 4.164 -0.166 -4.019  0.12
H22 2.497 -1.681 -3.315  0.09
H23 1.439 -1.228 -1.972  0.02
H24 2.893 -2.174 -1.666  0.09
C21 -0.561 0.633 -3.363  -0.09
N3 -0.398 1.434 -2.133  -0.33
C22 0.704 2.385 -2.369  -0.08
C23 -1.635 2.213 -1.906  -0.19
C24 -2.700 1.414 -1.170  -0.20
N4 -2.283 1.041 0.199  -0.36
C25 -3.322 0.157 0.761  -0.08
C26 -2.217 2.252 1.033  -0.08
H25 -0.765 1.281 -4.224  0.10
H26 -1.380 -0.077 -3.260  0.07
H27 0.358 0.084 -3.569  0.08
H28 0.465 3.071 -3.190  0.10
H29 1.613 1.846 -2.629  0.07
H30 0.890 2.973 -1.469  0.09
H31 -2.050 2.550 -2.864  0.13
H32 -1.382 3.112 -1.343  0.11
H33 -2.911 0.499 -1.723  0.10
H34 -3.622 2.009 -1.125  0.13
H35 -4.282 0.683 0.833  0.10
H36 -3.036 -0.178 1.760  0.08
H37 -3.456 -0.708 0.114  0.07
H38 -3.076 2.909 0.849  0.10
H39 -1.304 2.816 0.833  0.08
H40 -2.230 1.965 2.081  0.07
C27 -0.620 -3.312 -4.160  -0.06
C28 -1.883 -3.660 -3.376  -0.16
C29 -1.611 -3.920 -1.883  -0.31
C30 -2.935 -4.334 -1.187  -0.15
C31 -2.782 -4.634 0.304  -0.07
C32 -0.634 -5.075 -1.747  -0.41
O1 -0.819 -6.151 -2.256  0.13
N5 0.505 -4.839 -0.990  0.23
C33 0.855 -3.657 -0.374  -0.54
O2 1.906 -3.542 0.238  0.04
N6 -0.025 -2.601 -0.471  0.01
C34 -1.121 -2.657 -1.227  -0.47
O3 -1.753 -1.577 -1.359  -0.13
H41 -0.876 -3.034 -5.182  0.08
H42 0.057 -4.166 -4.208  0.09
H43 -0.088 -2.471 -3.705  0.05
H44 -2.339 -4.557 -3.794  0.13
H45 -2.606 -2.847 -3.443  0.12
H46 -3.305 -5.220 -1.704  0.13
H47 -3.650 -3.525 -1.336  0.12
H48 -2.125 -5.490 0.468  0.09
H49 -3.753 -4.875 0.736  0.08
H50 -2.376 -3.774 0.843  0.06
H51 1.147 -5.614 -0.901  0.17